(1)
{
  "formula": "C50H42N7O9ReSi",
  "method": "wB97M-V/def2-TZVPD",
  "elements": ["Re", "C", "C", "C", "C", "N", "C", "C", "C", "C", "C", "C", "N", "C", "C", "C", "C", "C", "N", "H", "H", "H", "H", "H", "H", "H", "H", "H", "H", "H", "O", "C", "O", "C", "C", "C", "C", "C", "C", "O", "N", "O", "O", "N", "O", "O", "H", "H", "O", "Si", "C", "C", "C", "C", "C", "C", "C", "C", "C", "C", "C", "C", "C", "C", "C", "C", "C", "C", "H", "H", "H", "H", "H", "H", "H", "H", "H", "H", "H", "H", "H", "H", "H", "C", "C", "N", "C", "C", "C", "O", "C", "C", "C", "C", "N", "C", "H", "H", "H", "H", "H", "H", "H", "H", "H", "H", "H", "H", "H", "H"],
  "positions_angstrom": [[1.7011, -0.5780, -0.2839], [4.3853, -2.8886, 2.2408], [5.4202, -1.9941, 2.4495], [5.3925, -0.7558, 1.8229], [4.3279, -0.4385, 1.0128], [3.3181, -1.3068, 0.8336], [3.3420, -2.5084, 1.4236], [4.2307, 0.8062, 0.2148], [5.0844, 1.8693, 0.3885], [4.9693, 2.9588, -0.4540], [4.0798, 2.8982, -1.5088], [3.2595, 1.7929, -1.6612], [3.2666, 0.8031, -0.7367], [2.4551, 1.6069, -2.8990], [2.0859, 2.6526, -3.7298], [1.4057, 2.3476, -4.8989], [1.1348, 1.0235, -5.2020], [1.5522, 0.0430, -4.3079], [2.1880, 0.3371, -3.1797], [4.3805, -3.8700, 2.6958], [6.2527, -2.2585, 3.0888], [6.2055, -0.0572, 1.9572], [2.5000, -3.1610, 1.2317], [5.8224, 1.8565, 1.1806], [5.5998, 3.8273, -0.3152], [4.0457, 3.6928, -2.2408], [2.3017, 3.6840, -3.4762], [1.0962, 3.1405, -5.5690], [0.6169, 0.7491, -6.1128], [1.3813, -1.0133, -4.4992], [2.4074, -4.1752, -2.1994], [1.7495, -3.3651, -1.6008], [2.1223, -2.0871, -1.5151], [0.4473, -3.7471, -0.9687], [-0.0917, -4.9646, -1.3509], [-1.3006, -5.3732, -0.8423], [-2.0141, -4.5733, 0.0171], [-1.4891, -3.3597, 0.3864], [-0.2205, -2.9248, -0.0478], [0.3066, -1.7991, 0.4386], [-2.3579, -2.5039, 1.2179], [-3.2316, -3.0477, 1.8670], [-2.1780, -1.3020, 1.1789], [-1.8597, -6.6804, -1.2395], [-2.9175, -7.0139, -0.7370], [-1.2266, -7.3419, -2.0411], [0.4486, -5.5858, -2.0506], [-2.9870, -4.8700, 0.3735], [1.3752, 0.6968, 1.1802], [0.5705, 1.2873, 2.4850], [1.8477, 2.1941, 3.5283], [1.4721, 3.1884, 4.4423], [2.4149, 3.8130, 5.2550], [3.7538, 3.4518, 5.1735], [4.1454, 2.4594, 4.2844], [3.1982, 1.8400, 3.4748], [-0.7544, 2.5199, 2.0140], [-2.0869, 2.1234, 1.8459], [-3.0691, 3.0511, 1.5146], [-2.7375, 4.3914, 1.3464], [-1.4198, 4.8052, 1.5085], [-0.4395, 3.8760, 1.8411], [-0.1515, -0.0387, 3.5805], [0.3502, -1.3435, 3.5461], [-0.1343, -2.3247, 4.4042], [-1.1291, -2.0090, 5.3203], [-1.6366, -0.7180, 5.3734], [-1.1509, 0.2600, 4.5105], [0.4278, 3.4836, 4.5238], [2.1007, 4.5775, 5.9571], [4.4872, 3.9357, 5.8088], [5.1903, 2.1652, 4.2281], [3.5092, 1.0541, 2.7945], [-2.3610, 1.0832, 1.9760], [-4.0984, 2.7271, 1.3986], [-3.5065, 5.1167, 1.1032], [-1.1587, 5.8516, 1.3879], [0.5871, 4.2115, 1.9744], [1.1230, -1.5961, 2.8276], [0.2603, -3.3346, 4.3605], [-1.5087, -2.7692, 5.9934], [-2.4160, -0.4725, 6.0856], [-1.5664, 1.2631, 4.5585], [-6.1025, -1.9535, -3.0595], [-4.9195, -1.9282, -4.0191], [-3.9529, -0.8568, -3.7114], [-3.8870, 0.2679, -4.6452], [-5.1193, 1.1631, -4.5993], [-3.1293, -1.0739, -2.6596], [-3.1171, -2.1309, -2.0384], [-2.1733, 0.0041, -2.1994], [-2.4657, 1.3477, -2.0109], [-1.4947, 2.1862, -1.4793], [-0.2833, 1.6557, -1.0985], [-0.0167, 0.3413, -1.2270], [-0.9436, -0.4523, -1.7834], [-6.8137, -2.7246, -3.3647], [-6.6219, -0.9923, -3.0480], [-5.7625, -2.1833, -2.0494], [-5.2558, -1.7712, -5.0426], [-4.3928, -2.8790, -3.9716], [-3.7807, -0.1464, -5.6500], [-2.9880, 0.8439, -4.4506], [-6.0017, 0.6356, -4.9677], [-4.9701, 2.0459, -5.2256], [-5.3307, 1.4928, -3.5782], [-3.4496, 1.7376, -2.2424], [-1.6907, 3.2369, -1.3086], [0.4791, 2.2720, -0.6455], [-0.7136, -1.5038, -1.8833]],
  "charge": 1,
  "homo_lumo_gap_ha": [0.259, 0.237],
  "fmax_ev_per_a": 1.5,
  "spin_multiplicity": 4,
  "total_energy_ev": -91392.6437,
  "e_above_lowest_kj_mol": 83.6,
  "lumo_ev": [-3.781, -4.388]
}

(2)
{
  "formula": "C5H8O",
  "method": "wB97M-V/def2-TZVPD",
  "elements": ["O", "C", "C", "C", "C", "C", "H", "H", "H", "H", "H", "H", "H", "H"],
  "positions_angstrom": [[-0.5538, 2.2342, 0.1142], [-0.3724, 1.3579, 1.0646], [-1.2914, -0.8905, -0.1431], [0.2096, -0.9333, 0.1771], [1.1738, -0.0963, -0.6209], [0.7227, 0.3694, 0.7477], [0.0905, 2.1663, -0.6255], [-1.7776, -0.3741, 0.6659], [-1.4984, -0.3522, -1.0748], [-1.7264, -1.8785, -0.2436], [0.5948, -1.8626, 0.6047], [0.7820, 0.3711, -1.5229], [2.2041, -0.4369, -0.7049], [1.4427, 0.3254, 1.5615]],
  "charge": 0,
  "homo_lumo_gap_ha": 0.342,
  "fmax_ev_per_a": 0.8,
  "spin_multiplicity": 1,
  "total_energy_ev": -7358.5480,
  "e_above_lowest_kj_mol": 357.7,
  "lumo_ev": 0.848
}

(3)
{
  "formula": "C35H38BrF4I2NO12S",
  "method": "wB97M-V/def2-TZVPD",
  "elements": ["C", "C", "O", "O", "C", "C", "C", "C", "C", "S", "O", "C", "Br", "C", "I", "C", "C", "I", "C", "C", "C", "N", "O", "C", "C", "C", "C", "C", "C", "C", "C", "F", "F", "C", "F", "F", "H", "H", "H", "H", "H", "H", "H", "H", "H", "H", "H", "H", "H", "H", "H", "H", "H", "H", "H", "H", "H", "H", "H", "H", "H", "H", "H", "H", "H", "H", "C", "C", "C", "O", "C", "C", "C", "O", "O", "O", "H", "H", "H", "H", "C", "C", "C", "O", "C", "C", "C", "O", "O", "O", "H", "H", "H", "H"],
  "positions_angstrom": [[-4.3723, -3.6228, -1.0235], [-3.5828, -4.7260, -0.3346], [-3.9088, -5.0494, 0.7936], [-2.5757, -5.3268, -1.0252], [-1.3013, -5.2839, -0.3259], [-0.3592, -4.3721, -1.1230], [-0.4321, -2.9257, -0.5179], [0.7466, -2.1263, -1.0711], [0.9224, -0.6293, -0.5562], [-0.5049, -0.2649, 0.5270], [1.0646, 0.1761, -1.7457], [-0.0173, 0.8785, -2.2071], [-1.4676, -0.2694, -2.9549], [0.5085, 1.7537, -3.3963], [1.2503, 0.3628, -4.9351], [1.6452, 2.6838, -2.9026], [2.8324, 2.8796, -3.8479], [0.7002, 4.6205, -2.5606], [2.2809, -0.4655, 0.2302], [3.4800, -0.3532, -0.7188], [3.6618, -1.3925, -1.8333], [4.1596, -1.0451, -2.9485], [2.2581, -1.5223, 1.1709], [3.4395, -2.2187, 1.5005], [3.6476, -3.5412, 0.7711], [4.8454, -3.7600, 0.1309], [5.1241, -4.9234, -0.5461], [4.1584, -5.9053, -0.5772], [2.9754, -5.7163, 0.0857], [2.7071, -4.5510, 0.7601], [2.2196, 0.8666, 1.0877], [1.5622, 1.8507, 0.4250], [1.6582, 0.6460, 2.2892], [3.5784, 1.5251, 1.4450], [4.0933, 2.2661, 0.4334], [4.4842, 0.6774, 1.9812], [-5.3767, -3.9730, -1.2795], [-4.5021, -2.7683, -0.3573], [-3.8985, -3.2919, -1.9533], [-1.4338, -4.9669, 0.7115], [-0.9422, -6.3184, -0.3069], [0.6653, -4.7410, -1.2087], [-0.7822, -4.3056, -2.1321], [-0.4020, -3.0861, 0.5617], [-1.4079, -2.5702, -0.8559], [1.6454, -2.7209, -0.9080], [0.6183, -2.0757, -2.1586], [-1.6364, -0.4869, -0.1643], [-0.4384, 1.6058, -1.5054], [-0.3196, 2.2630, -3.8805], [2.0266, 2.3570, -1.9362], [3.4190, 3.7211, -3.4565], [2.5316, 3.1438, -4.8612], [3.5003, 2.0165, -3.8201], [4.4414, -0.3197, -0.1947], [3.4046, 0.6181, -1.2146], [3.4190, -2.4491, -1.7454], [4.3887, -0.0486, -2.9500], [3.3402, -2.5099, 2.5554], [4.3899, -1.6822, 1.4456], [5.5628, -2.9405, 0.1618], [6.0833, -4.9953, -1.0458], [4.3421, -6.8243, -1.1234], [2.2227, -6.4996, 0.0742], [1.7685, -4.3863, 1.2844], [3.3479, 2.2593, 2.2293], [-2.7074, 8.5581, -1.3690], [-1.4587, 8.0853, -1.2767], [-0.7649, 7.9414, 0.0460], [0.3634, 7.4879, 0.0632], [-1.4782, 8.3575, 1.2450], [-2.7261, 8.8335, 1.1530], [-3.4291, 8.9524, -0.1674], [-4.5693, 9.3755, -0.1825], [-3.4187, 9.2285, 2.2197], [-0.7563, 7.7129, -2.3466], [-3.2175, 8.6638, -2.3160], [-0.9626, 8.2652, 2.1904], [-4.2845, 9.5245, 1.8798], [0.1077, 7.4137, -2.0015], [-4.0881, 0.1673, 4.7284], [-3.1193, -0.4685, 4.0569], [-3.4198, -1.6318, 3.1579], [-2.4994, -2.1563, 2.5611], [-4.7992, -2.0813, 3.0456], [-5.7668, -1.4469, 3.7197], [-5.4719, -0.2666, 4.5993], [-6.3979, 0.2775, 5.1709], [-7.0436, -1.8194, 3.6536], [-1.8396, -0.1102, 4.1415], [-3.8862, 1.0078, 5.3772], [-4.9970, -2.9334, 2.4074], [-7.5312, -1.1994, 4.2287], [-1.3484, -0.7221, 3.5586]],
  "charge": 0,
  "homo_lumo_gap_ha": 0.282,
  "fmax_ev_per_a": 2.2,
  "spin_multiplicity": 1,
  "total_energy_ev": -170917.6163,
  "lumo_ev": -1.512
}

(4)
{
  "formula": "C21H23N3O4",
  "method": "wB97M-V/def2-TZVPD",
  "elements": ["C", "O", "C", "C", "C", "C", "N", "C", "O", "C", "C", "C", "C", "O", "C", "C", "C", "C", "C", "C", "N", "C", "C", "C", "O", "N", "C", "C", "H", "H", "H", "H", "H", "H", "H", "H", "H", "H", "H", "H", "H", "H", "H", "H", "H", "H", "H", "H", "H", "H", "H"],
  "positions_angstrom": [[-7.8807, -0.8761, -1.0437], [-6.7352, -0.6629, -1.8296], [-6.0408, 0.5295, -1.5506], [-5.2346, 0.4996, -0.2433], [-4.4930, 1.8196, -0.0323], [-3.6526, 1.7510, 1.2427], [-2.7330, 0.6324, 1.1815], [-1.4125, 0.8872, 1.1106], [-0.9635, 2.0230, 1.1633], [-0.4460, -0.2394, 0.9793], [0.9231, -0.0168, 0.6636], [1.4683, -1.2648, 0.6775], [2.8494, -1.7645, 0.4253], [3.6867, -0.6507, 0.2569], [5.0065, -0.8630, -0.0137], [5.6052, -2.0925, -0.1352], [6.9771, -2.1949, -0.4220], [7.7502, -1.0830, -0.5870], [7.1682, 0.1957, -0.4662], [7.8996, 1.3953, -0.6207], [7.3842, 2.5869, -0.5124], [6.0765, 2.6933, -0.2360], [5.2489, 1.6156, -0.0619], [5.7868, 0.3188, -0.1763], [0.5152, -2.1632, 0.9794], [-0.6603, -1.5195, 1.1620], [-3.3954, -0.6420, 1.0315], [-4.2231, -0.6472, -0.2548], [-8.5541, -0.0109, -1.0827], [-7.6332, -1.0842, 0.0032], [-8.3838, -1.7436, -1.4670], [-5.3588, 0.6619, -2.3951], [-6.7411, 1.3791, -1.5296], [-5.9258, 0.3525, 0.5945], [-5.1986, 2.6484, 0.0435], [-3.8359, 2.0095, -0.8832], [-3.0641, 2.6612, 1.3683], [-4.3042, 1.6200, 2.1139], [1.3909, 0.9226, 0.4687], [3.1730, -2.3822, 1.2773], [2.8468, -2.3976, -0.4764], [5.0408, -3.0039, -0.0140], [7.4102, -3.1801, -0.5103], [8.8036, -1.1621, -0.8084], [8.9589, 1.3508, -0.8437], [5.7078, 3.7070, -0.1569], [4.2020, 1.7391, 0.1613], [-2.6558, -1.4400, 1.0246], [-4.0568, -0.7834, 1.8949], [-4.7400, -1.6012, -0.3589], [-3.5568, -0.5305, -1.1119]],
  "charge": 0,
  "homo_lumo_gap_ha": 0.323,
  "fmax_ev_per_a": 1.1,
  "spin_multiplicity": 1,
  "total_energy_ev": -34809.0985,
  "e_above_lowest_kj_mol": 373.3,
  "lumo_ev": 0.364
}